1.
C22H63N3O8 | wB97M-V/def2-TZVPD

Element x y z (Å)
1 C 3.6086 -2.8687 -0.2021
2 C 3.1367 -3.8771 -1.2203
3 O 1.8256 -4.3491 -0.8297
4 H 2.9011 -2.0340 -0.2326
5 H 4.5172 -2.3601 -0.5323
6 H 3.7224 -3.2650 0.8029
7 H 3.8087 -4.7106 -1.4364
8 H 2.9763 -3.3785 -2.1850
9 H 1.6424 -5.1226 -1.3704
10 C -1.7770 -3.7849 2.2449
11 C -0.7875 -3.9637 1.0843
12 O 0.3926 -3.2675 1.4017
13 H -1.5054 -4.2082 3.2111
14 H -2.7379 -4.2332 1.9881
15 H -1.8319 -2.7008 2.3639
16 H -1.2561 -3.5640 0.1781
17 H -0.6087 -5.0378 0.9526
18 H 0.9980 -3.3289 0.6447
19 C 2.5479 -2.1317 -5.1085
20 C 4.0365 -1.8252 -5.2451
21 O 4.1495 -0.7016 -6.1032
22 H 2.4672 -3.2021 -4.9000
23 H 2.0994 -1.9034 -6.0690
24 H 2.1357 -1.6115 -4.2462
25 H 4.5483 -2.7455 -5.5741
26 H 4.5795 -1.6024 -4.3138
27 H 5.0546 -0.3874 -6.1834
28 C 1.2254 5.8327 1.8713
29 C 0.4850 5.3044 3.0729
30 O -0.7892 5.9905 3.0501
31 H 2.1314 5.2458 1.6946
32 H 1.4831 6.8877 1.9299
33 H 0.5958 5.7054 0.9888
34 H 0.9977 5.4432 4.0300
35 H 0.2819 4.2287 3.0239
36 H -1.1893 5.8381 3.9144
37 C -5.4576 1.1378 -3.5643
38 C -3.9522 1.2238 -3.4788
39 O -3.4219 -0.0157 -3.9891
40 H -5.7371 0.9943 -4.6072
41 H -5.9963 2.0311 -3.2416
42 H -5.7825 0.2956 -2.9516
43 H -3.4713 1.4142 -2.5180
44 H -3.5688 2.0048 -4.1538
45 H -2.6148 -0.2227 -3.4815
46 C 4.4960 2.9297 0.7820
47 C 4.9840 1.5600 1.2647
48 C 3.8681 0.7602 1.8981
49 O 3.4093 1.4540 3.0470
50 C 2.4362 0.7623 3.7791
51 N 5.5869 0.7795 0.1942
52 H 4.5402 3.6898 1.5601
53 H 3.4237 2.8167 0.5596
54 H 4.9033 3.3482 -0.1377
55 H 5.6833 1.8814 2.0524
56 H 4.2665 -0.1783 2.3123
57 H 3.0804 0.5186 1.1760
58 H 1.7895 1.5027 4.2540
59 H 2.8605 0.0586 4.5041
60 H 1.7608 0.1743 3.1389
61 H 5.8902 -0.1261 0.5417
62 H 6.4352 1.2192 -0.1444
63 C -3.3819 0.7533 2.0091
64 C -4.1896 -0.3501 1.3061
65 C -5.4160 -0.8922 2.0447
66 O -4.9997 -1.5626 3.1989
67 C -5.6801 -2.7307 3.5773
68 N -4.5043 0.0917 -0.0569
69 H -3.7940 1.7573 1.9334
70 H -2.3759 0.7715 1.5756
71 H -3.1526 0.4409 3.0339
72 H -3.4466 -1.1531 1.2642
73 H -5.9281 -1.5117 1.2946
74 H -6.1362 -0.1046 2.3083
75 H -5.2828 -3.5884 3.0155
76 H -6.7650 -2.6904 3.4714
77 H -5.3806 -2.9702 4.5979
78 H -4.4651 -0.7225 -0.6588
79 H -5.4053 0.5506 -0.0969
80 C 0.6188 -0.3086 -1.8188
81 C -0.6522 0.2249 -1.1121
82 C -0.8000 1.7171 -1.3813
83 O 0.2793 2.4718 -0.8823
84 C 0.4142 2.3976 0.5224
85 N -1.7708 -0.5933 -1.5876
86 H 0.4186 -0.7487 -2.7935
87 H 1.0034 -1.0931 -1.1565
88 H 1.4353 0.4082 -1.9082
89 H -0.5282 0.0548 -0.0386
90 H -1.7434 2.1421 -1.0046
91 H -0.8159 1.9200 -2.4559
92 H 0.7761 1.3948 0.7793
93 H -0.5864 2.5251 0.9570
94 H 1.1052 3.1097 0.9641
95 H -1.5349 -1.5676 -1.4029
96 H -2.5924 -0.4682 -0.9915

Summary:
total charge	0
HOMO	-0.342	Ha
DFT total energy	-1642.0403	hartree
structure (SMILES)	COC[C@H](C)N.COC[C@H](C)N.COC[C@H](C)N.CCO.CCO.CCO.CCO.CCO
energy above the lowest of the compared OMol25 structures with the same formula, charge and spin	140.1	kJ/mol
Kohn-Sham gap	9.8	eV
lowest unoccupied orbital energy	0.49	eV
spin multiplicity	1

***

2.
C5H14N2O | wB97M-V/def2-TZVPD

Element x y z (Å)
1 C -1.8320 0.0955 0.0141
2 N -0.3507 0.1137 0.0575
3 C 0.2429 -0.2157 -1.2266
4 C 1.6839 0.3129 -1.3400
5 C 2.6670 -0.2307 -0.3276
6 O 3.4145 -1.3963 -0.6409
7 C -2.3757 0.8536 1.2355
8 N -2.3032 0.0236 2.4493
9 H -2.2329 -0.9210 0.0019
10 H -2.0851 0.6903 -0.8627
11 H -0.0229 -0.4640 0.8321
12 H 0.2774 -1.2847 -1.4923
13 H -0.3186 0.3393 -1.9769
14 H 1.9696 0.2320 -2.3972
15 H 1.6792 1.4068 -1.2725
16 H 2.2073 -0.3771 0.6583
17 H 3.4571 0.5105 -0.1608
18 H 2.9553 -2.0084 -1.2250
19 H -3.4479 1.0272 1.0642
20 H -1.9592 1.8590 1.2424
21 H -1.6273 0.3451 3.1427
22 H -1.9989 -0.9115 2.2246

Summary:
total charge	0
HOMO	-0.328	Ha
DFT total energy	-383.6155	hartree
structure (SMILES)	NCCNCCCO
energy above the lowest of the compared OMol25 structures with the same formula, charge and spin	223.7	kJ/mol
Kohn-Sham gap	9.8	eV
lowest unoccupied orbital energy	0.87	eV
spin multiplicity	1

***

3.
C21H47Cl8N5O12 | wB97M-V/def2-TZVPD

Element x y z (Å)
1 Cl 3.1603 3.6445 0.4048
2 C 3.8433 2.1298 1.2004
3 C 3.9194 0.9718 0.2725
4 Cl 5.2079 1.1060 -1.0036
5 H 3.2896 1.9549 2.0910
6 H 4.8139 2.5083 1.5616
7 H 2.9768 0.6064 -0.1678
8 H 4.1853 0.1195 0.8780
9 Cl -6.8409 4.4849 1.1157
10 C -5.2900 4.9810 0.3564
11 C -4.2128 4.8639 1.4446
12 Cl -2.7894 5.3200 0.5660
13 H -5.4392 6.0240 -0.1247
14 H -5.0519 4.2938 -0.4803
15 H -4.2755 3.7808 1.6325
16 H -4.3566 5.4814 2.3330
17 Cl 4.6382 -3.7071 -1.6622
18 C 4.1961 -2.7267 -0.1796
19 C 5.1384 -2.9318 0.9259
20 Cl 6.7262 -2.1406 0.5687
21 H 3.2297 -3.0022 0.1398
22 H 4.0547 -1.7099 -0.5602
23 H 5.2428 -3.9842 1.1226
24 H 4.7534 -2.3506 1.8074
25 Cl -2.6180 -2.8850 -1.2225
26 C -1.6534 -2.7645 -2.6795
27 C -0.8483 -4.0307 -2.9606
28 Cl -1.8763 -5.3831 -3.4479
29 H -1.0035 -1.9264 -2.5323
30 H -2.3205 -2.5269 -3.5429
31 H -0.2890 -4.3001 -2.0212
32 H -0.1569 -3.7967 -3.7262
33 C -5.2684 -1.1528 2.0468
34 N -4.3243 -0.1115 2.0492
35 O -4.5333 0.7706 1.2905
36 O -3.3811 -0.1740 2.8038
37 H -5.6186 -1.1717 0.9961
38 H -6.0486 -0.8394 2.7534
39 H -4.8209 -2.0773 2.4202
40 C 0.9076 3.3271 -2.0125
41 N 1.6734 2.4311 -2.8766
42 O 2.2844 1.5458 -2.4227
43 O 1.5708 2.6262 -4.0891
44 H 1.1425 3.1490 -0.9477
45 H -0.2250 3.1503 -2.1817
46 H 1.2844 4.2722 -2.3022
47 C 3.1625 -2.6859 6.0584
48 N 3.0366 -1.2462 5.5136
49 O 2.2213 -0.5544 6.0858
50 O 3.6895 -0.9761 4.5179
51 H 4.2126 -2.9959 5.9246
52 H 2.4442 -3.3274 5.5591
53 H 2.8844 -2.6482 7.1117
54 C 3.3022 -0.6542 -4.1332
55 N 2.0016 -0.9981 -3.4761
56 O 2.0322 -1.5384 -2.4030
57 O 0.9977 -0.7852 -4.1169
58 H 3.1032 0.1748 -4.7107
59 H 3.5725 -1.4558 -4.7644
60 H 4.0058 -0.4756 -3.3535
61 C 0.0316 -3.2541 1.4223
62 N 0.8289 -4.0283 2.4396
63 O 1.8522 -4.6239 2.0897
64 O 0.4961 -3.8919 3.6513
65 H -0.5843 -3.9434 0.8955
66 H 0.8145 -2.8593 0.6821
67 H -0.5146 -2.4256 1.9398
68 C -3.4489 0.4161 -3.5590
69 C -4.3180 1.6889 -3.4988
70 C -3.5282 2.5361 -2.5088
71 O -2.1926 2.2932 -2.7653
72 C -2.0255 0.9066 -3.1342
73 H -3.4374 0.1065 -4.6734
74 H -3.7955 -0.4608 -2.9897
75 H -5.3693 1.4829 -3.2008
76 H -4.4084 2.2122 -4.4604
77 H -3.8389 2.2417 -1.5182
78 H -3.6984 3.6191 -2.5770
79 H -1.5925 0.3671 -2.3034
80 H -1.3554 0.9870 -3.9826
81 C -0.0847 1.6401 1.6707
82 C -0.0096 0.7753 2.9088
83 C 1.1939 -0.0861 2.5931
84 O 1.1579 -0.3339 1.1200
85 C 0.1680 0.5836 0.5299
86 H 0.6296 2.4437 1.7101
87 H -1.0129 2.1057 1.3994
88 H -0.8944 0.1735 3.0818
89 H 0.0175 1.2637 3.8647
90 H 1.2273 -1.0523 3.0801
91 H 2.2076 0.3590 2.8174
92 H -0.7669 0.1545 0.2383
93 H 0.5885 0.9194 -0.4129

Summary:
total charge	0
HOMO	-0.365	Ha
DFT total energy	-5686.0040	hartree
structure (SMILES)	C[N+](=O)[O-].C[N+](=O)[O-].C[N+](=O)[O-].C[N+](=O)[O-].C[N+](=O)[O-].C1CCOC1.C1CCOC1.ClCCCl.ClCCCl.ClCCCl.ClCCCl
Kohn-Sham gap	9.6	eV
lowest unoccupied orbital energy	-0.30	eV
spin multiplicity	1

***

4.
C13H15NO4 | wB97M-V/def2-TZVPD

Element x y z (Å)
1 C 1.8219 -1.6936 3.6004
2 H 0.9175 -2.1588 3.1899
3 O 2.8060 -1.5345 2.6064
4 C 2.3692 -0.8662 1.4495
5 C 2.1076 0.6301 1.6612
6 H 1.2051 0.7736 2.2562
7 H 2.9513 1.0582 2.2047
8 C 1.9395 1.3840 0.3404
9 N 0.8186 0.8971 -0.4297
10 C -0.4634 1.1165 -0.0785
11 O -0.8089 1.7576 0.9104
12 C -1.3138 0.4574 -1.0912
13 C -2.7006 0.3580 -1.2341
14 C -3.1738 -0.3553 -2.3364
15 C -2.3238 -0.9437 -3.2555
16 C -0.9477 -0.8432 -3.1090
17 C -0.4617 -0.1421 -2.0255
18 C 0.9593 0.1173 -1.6344
19 H 1.4986 0.6825 -2.4043
20 H 1.5106 -0.8109 -1.4456
21 H -0.2761 -1.2991 -3.8205
22 H -2.7355 -1.4855 -4.0932
23 H -4.2448 -0.4335 -2.4489
24 C -3.7644 0.9348 -0.3265
25 O -4.9288 0.7510 -0.5850
26 O -3.4007 1.6269 0.7316
27 H -2.4143 1.7302 0.8708
28 H 1.7644 2.4414 0.5636
29 H 2.8371 1.2916 -0.2743
30 H 3.1842 -0.9995 0.7306
31 H 1.4614 -1.3528 1.0570
32 H 2.2550 -2.3488 4.3535
33 H 1.5511 -0.7410 4.0667

Summary:
total charge	0
HOMO	-0.361	Ha
DFT total energy	-860.1326	hartree
structure (SMILES)	COCCCN1Cc2cccc(C(=O)O)c2C1=O
energy above the lowest of the compared OMol25 structures with the same formula, charge and spin	8.9	kJ/mol
Kohn-Sham gap	9.8	eV
lowest unoccupied orbital energy	-0.08	eV
spin multiplicity	1

***

5.
C50H47N5O3P2SSn | wB97M-V/def2-TZVPD

Element x y z (Å)
1 Sn 0.2597 0.0057 -0.2898
2 C -3.3064 -1.9065 3.5115
3 C -2.8260 -2.5159 2.2164
4 N -1.6451 -1.7878 1.7203
5 C -0.9580 -0.8601 2.4066
6 N -0.0236 -0.0930 1.7728
7 C 0.7072 0.9216 2.5762
8 C -0.1629 1.4564 3.6954
9 C -0.5651 0.2934 4.5617
10 N -1.1705 -0.7567 3.7291
11 C -2.0859 -1.7038 4.3844
12 H -4.0330 -2.5568 3.9953
13 H -3.7764 -0.9389 3.3235
14 H -3.5946 -2.4774 1.4467
15 H -2.5608 -3.5616 2.3733
16 H -1.5079 -1.8085 0.7024
17 H 0.9940 1.7498 1.9235
18 H 1.6165 0.4834 2.9958
19 H -1.0511 1.9290 3.2731
20 H 0.3823 2.2010 4.2747
21 H -1.3039 0.5962 5.2999
22 H 0.2956 -0.1141 5.0969
23 H -2.3477 -1.2918 5.3555
24 H -1.5741 -2.6556 4.5511
25 N -0.9013 -1.3807 -0.9429
26 P -1.0260 -2.1800 -2.3354
27 C -0.2757 -3.8008 -2.2078
28 C 0.0276 -4.3171 -0.9492
29 C 0.5880 -5.5836 -0.8389
30 C 0.8423 -6.3304 -1.9824
31 C 0.5421 -5.8158 -3.2391
32 C -0.0141 -4.5508 -3.3549
33 C -2.7758 -2.3752 -2.6426
34 C -3.3268 -3.5940 -3.0319
35 C -4.6890 -3.6813 -3.2902
36 C -5.4947 -2.5595 -3.1561
37 C -4.9465 -1.3414 -2.7685
38 C -3.5893 -1.2461 -2.5111
39 C -0.3120 -1.4402 -3.8101
40 C 1.0736 -1.2838 -3.8805
41 C 1.6531 -0.7015 -4.9976
42 C 0.8481 -0.2833 -6.0536
43 C -0.5241 -0.4541 -5.9953
44 C -1.1081 -1.0377 -4.8770
45 H -0.1807 -3.7250 -0.0654
46 H 0.8239 -5.9897 0.1379
47 H 1.2773 -7.3194 -1.8953
48 H 0.7468 -6.4003 -4.1279
49 H -0.2379 -4.1456 -4.3357
50 H -2.7040 -4.4741 -3.1245
51 H -5.1199 -4.6271 -3.5963
52 H -6.5578 -2.6346 -3.3479
53 H -5.5799 -0.4682 -2.6651
54 H -3.1545 -0.3031 -2.2025
55 H 1.6968 -1.6494 -3.0719
56 H 2.7273 -0.5918 -5.0608
57 H 1.3002 0.1604 -6.9330
58 H -1.1456 -0.1356 -6.8232
59 H -2.1814 -1.1756 -4.8369
60 O -0.1107 1.7018 -2.7511
61 C -0.6766 2.2927 -1.8535
62 N -0.5008 1.9283 -0.5303
63 S -1.4148 2.8389 0.5441
64 O -2.4161 2.0006 1.1410
65 O -0.5508 3.5939 1.4022
66 C -2.0798 3.8567 -0.7305
67 C -2.9435 4.9236 -0.5909
68 C -3.3093 5.5924 -1.7535
69 C -2.8226 5.1988 -2.9992
70 C -1.9537 4.1216 -3.1179
71 C -1.5874 3.4572 -1.9633
72 H -3.3248 5.2236 0.3771
73 H -3.9832 6.4359 -1.6855
74 H -3.1237 5.7452 -3.8855
75 H -1.5673 3.8026 -4.0779
76 C 5.7456 -1.0919 -3.3250
77 C 5.6421 0.2768 -3.1269
78 C 4.7007 0.7890 -2.2411
79 C 3.8590 -0.0854 -1.5599
80 C 3.9671 -1.4658 -1.7595
81 C 4.9053 -1.9653 -2.6431
82 P 2.7966 0.4903 -0.2201
83 C 2.8515 2.2758 -0.1557
84 C 3.2121 3.0126 0.9689
85 C 3.1706 4.3983 0.9178
86 C 2.7566 5.0415 -0.2388
87 C 2.3805 4.3068 -1.3585
88 C 2.4213 2.9232 -1.3207
89 C 3.4386 -0.3550 1.2230
90 C 4.5971 0.1121 1.8462
91 C 5.1209 -0.5876 2.9224
92 C 4.5063 -1.7550 3.3605
93 C 3.3778 -2.2426 2.7118
94 C 2.8386 -1.5416 1.6437
95 H 6.4904 -1.4826 -4.0067
96 H 6.2977 0.9537 -3.6600
97 H 4.6314 1.8572 -2.0887
98 H 3.3293 -2.1525 -1.2116
99 H 4.9871 -3.0346 -2.7984
100 H 3.5144 2.5174 1.8836
101 H 3.4560 4.9753 1.7887
102 H 2.7205 6.1235 -0.2673
103 H 2.0512 4.8114 -2.2592
104 H 2.1194 2.3494 -2.1919
105 H 5.0998 1.0011 1.4840
106 H 6.0182 -0.2278 3.4117
107 H 4.9154 -2.2947 4.2060
108 H 2.9215 -3.1714 3.0357
109 H 1.9506 -1.9212 1.1484

Summary:
total charge	+2
HOMO	-0.500	Ha
DFT total energy	-3727.8627	hartree
energy above the lowest of the compared OMol25 structures with the same formula, charge and spin	7.5	kJ/mol
Kohn-Sham gap	8.3	eV
lowest unoccupied orbital energy	-5.27	eV
spin multiplicity	1

***

6.
C55H46Cl4N4O3P2SnTe | wB97M-V/def2-TZVPD

Element x y z (Å)
1 Sn -1.7863 -1.1587 0.2441
2 Cl -5.5386 -4.8141 4.6952
3 C -4.2553 -3.9344 3.9468
4 C -3.0329 -3.7985 4.5888
5 Cl -2.7802 -4.4955 6.1480
6 C -2.0020 -3.0841 3.9697
7 Cl -0.4729 -2.8656 4.7446
8 C -2.1903 -2.5008 2.7274
9 O -1.2491 -1.7747 2.1283
10 C -3.4401 -2.6255 2.0743
11 O -3.5867 -2.0223 0.9034
12 C -4.4503 -3.3518 2.6899
13 Cl -5.9621 -3.4908 1.8645
14 Te 3.5328 2.0280 0.1294
15 C 3.7742 3.3371 -1.5273
16 C 3.3105 4.6472 -1.4758
17 C 3.3765 5.4267 -2.6229
18 N 3.8670 4.9955 -3.7836
19 C 4.3242 3.7463 -3.8195
20 C 4.3033 2.8851 -2.7297
21 C 1.5932 1.4715 -0.4102
22 P 1.2570 -0.2133 -1.0425
23 C 2.9202 -0.9363 -1.2612
24 C 3.6151 -0.9886 -2.4639
25 C 4.8504 -1.6237 -2.5368
26 C 5.3997 -2.2209 -1.4135
27 C 4.7028 -2.1947 -0.2109
28 C 3.4712 -1.5673 -0.1427
29 C 0.7334 0.0335 -2.7819
30 C -0.1866 -0.8637 -3.3184
31 C -0.5932 -0.7523 -4.6425
32 C -0.0778 0.2572 -5.4406
33 C 0.8369 1.1606 -4.9118
34 C 1.2327 1.0534 -3.5885
35 P 0.2457 2.3252 0.2109
36 C 0.6091 3.9372 0.9756
37 C 1.5215 4.0820 2.0242
38 C 1.7480 5.3250 2.5933
39 C 1.0566 6.4402 2.1423
40 C 0.1164 6.3006 1.1336
41 C -0.1087 5.0584 0.5581
42 C -0.8175 2.7690 -1.1918
43 C -0.2193 3.5382 -2.1915
44 C -0.9305 3.8999 -3.3191
45 C -2.2428 3.4677 -3.4801
46 C -2.8377 2.6899 -2.5015
47 C -2.1313 2.3548 -1.3515
48 H 2.8905 5.0563 -0.5641
49 H 3.0136 6.4500 -2.6079
50 H 4.7254 3.4114 -4.7713
51 H 4.6774 1.8729 -2.8265
52 H 3.1989 -0.5331 -3.3526
53 H 5.3813 -1.6519 -3.4807
54 H 6.3630 -2.7117 -1.4736
55 H 5.1183 -2.6686 0.6699
56 H 2.9208 -1.5649 0.7938
57 H -0.5826 -1.6588 -2.6932
58 H -1.3160 -1.4501 -5.0474
59 H -0.3928 0.3470 -6.4731
60 H 1.2344 1.9564 -5.5312
61 H 1.9234 1.7718 -3.1627
62 H 2.0654 3.2333 2.4024
63 H 2.4707 5.4157 3.3943
64 H 1.2440 7.4122 2.5812
65 H -0.4495 7.1572 0.7903
66 H -0.8504 4.9719 -0.2238
67 H 0.8189 3.8343 -2.0902
68 H -0.4539 4.4982 -4.0861
69 H -2.7966 3.7362 -4.3711
70 H -3.8565 2.3437 -2.6237
71 H -2.6054 1.7620 -0.5821
72 C -3.5520 -4.6936 -1.1025
73 N -2.2030 -5.1768 -1.3601
74 C -2.1022 -6.4816 -1.9951
75 C -0.7424 -7.0960 -1.7367
76 C 0.3216 -6.0969 -2.1411
77 N 0.1104 -4.8432 -1.4376
78 C 1.2622 -3.9688 -1.2898
79 C -1.1307 -4.3800 -1.1372
80 O -1.2697 -3.2393 -0.6479
81 H -4.0804 -5.4062 -0.4656
82 H -4.1034 -4.5909 -2.0417
83 H -3.5263 -3.7369 -0.5926
84 H -2.2831 -6.3886 -3.0728
85 H -2.8955 -7.1091 -1.5869
86 H -0.6331 -8.0232 -2.2986
87 H -0.6392 -7.3249 -0.6742
88 H 0.3027 -5.9350 -3.2263
89 H 1.3179 -6.4581 -1.8852
90 H 2.0937 -4.5387 -0.8732
91 H 1.0187 -3.1505 -0.6216
92 H 1.5732 -3.5486 -2.2519
93 N -0.8636 1.5543 1.2131
94 C -0.9531 1.4343 2.4915
95 C -2.2500 1.0623 3.0923
96 C -2.3085 0.3742 4.3055
97 C -3.5304 -0.0316 4.8143
98 C -4.7019 0.2571 4.1257
99 C -4.6529 0.9532 2.9254
100 C -3.4320 1.3562 2.4101
101 C 0.2317 1.5275 3.3785
102 C 1.3579 0.7810 3.0377
103 C 2.5021 0.8613 3.8160
104 C 2.5261 1.6937 4.9273
105 C 1.3989 2.4281 5.2752
106 C 0.2452 2.3324 4.5132
107 H -1.3949 0.0997 4.8152
108 H -3.5663 -0.5979 5.7367
109 H -5.6553 -0.0690 4.5222
110 H -5.5652 1.1722 2.3862
111 H -3.3790 1.9018 1.4758
112 H 1.3236 0.1347 2.1689
113 H 3.3751 0.2766 3.5529
114 H 3.4211 1.7599 5.5331
115 H 1.4194 3.0742 6.1436
116 H -0.6353 2.9065 4.7751

Summary:
total charge	0
HOMO	-0.262	Ha
DFT total energy	-5574.0972	hartree
energy above the lowest of the compared OMol25 structures with the same formula, charge and spin	0.0	kJ/mol
Kohn-Sham gap	6.7	eV
lowest unoccupied orbital energy	-0.46	eV
spin multiplicity	1

***

> DFT total energy of number 1 (C22H63N3O8)?

-1642.0403 hartree